No. 1
# H26O13

13 unconnected molecules or ions with the total composition H26O13 in a non-equilibrium geometry (the ωB97M-V functional and the def2-TZVPD basis, the Open Molecules 2025 dataset).

Summary:
charge = 0
E = -993.498412 Eh
HOMO = -9.93 eV
ΔE to the lowest compared entry with this formula, charge and spin = 172.5 kcal per mole
F_max = 6.723 eV/Å
LUMO level = -0.284 eV

CARTESIAN COORDINATES (ANGSTROEM)
O  -0.21124  4.50538  -0.28853
O  -0.74360  -1.45209  0.03142
O  -2.07335  -4.13924  0.16516
O  1.44183  -2.03044  -0.06815
O  -4.97638  0.30470  -1.11290
O  -0.19992  0.37134  -0.15058
O  4.57021  0.80154  0.38106
O  -3.24517  1.86775  -0.66931
O  -3.05659  -1.03363  1.11551
O  2.56808  -0.26917  -2.18983
O  4.17860  -2.23544  -0.26620
O  1.54316  2.07859  0.51161
O  -0.07989  1.24388  2.43224
H  3.09994  0.53374  -2.22790
H  -2.53391  -1.83693  1.21797
H  -0.34913  -2.17298  0.53511
H  1.89906  -0.07592  -1.52346
H  -3.52031  -1.16054  0.28013
H  -0.90467  4.79322  -0.89292
H  0.55449  0.67003  2.87637
H  -4.41650  -0.44840  -1.33280
H  -2.28495  -4.33693  1.08448
H  -1.35646  -3.49753  0.22229
H  0.24830  5.31953  -0.05406
H  0.00034  1.00620  1.50162
H  -0.28763  0.99476  -0.88040
H  5.21569  1.34603  0.84568
H  -1.43050  -1.88011  -0.49198
H  1.91300  1.35936  1.03593
H  -2.51688  1.47808  -1.16605
H  -4.91866  0.36742  -0.15284
H  3.89758  -3.13277  -0.05448
H  -3.30176  1.32727  0.12672
H  4.04731  1.43577  -0.12225
H  2.10324  2.83425  0.72204
H  0.30442  -0.35938  -0.52567
H  3.78716  -1.69658  0.43051
H  1.75056  -1.23737  0.38430
H  1.27429  -1.73552  -0.97034


No. 2
# C18H22FN3O2

C18H22FN3O2 in the gas phase in a non-equilibrium geometry (the ωB97M-V functional and the def2-TZVPD basis, the Open Molecules 2025 dataset).

Summary:
charge = 0
E = -1113.698613 Eh
HOMO = -8.22 eV
ΔE to the lowest compared entry with this formula, charge and spin = 23.6 kcal per mole
F_max = 3.010 eV/Å
LUMO level = 0.857 eV
SMILES = Oc1cccc(F)c1-n1nc(OC2CCNCC2)c2c1CCCC2

CARTESIAN COORDINATES (ANGSTROEM)
F  -0.27418  -0.56602  4.02619
O  -0.39751  0.74769  -1.91366
O  1.77812  -2.83997  0.27111
N  0.47957  -0.49500  -0.05160
N  -0.12273  -1.00391  1.07147
N  2.56137  3.48103  -3.06472
C  -1.76595  -0.23602  -0.14703
C  -0.47355  0.01627  -0.78841
C  -1.49956  -0.86589  1.02495
C  2.36956  -3.02038  3.88215
C  1.44438  -2.12239  4.32125
C  1.62877  -2.57521  1.61194
C  0.89859  1.23575  -2.27264
C  -4.21892  -0.61466  0.13736
C  0.81266  1.83848  -3.66274
C  2.67633  2.91961  -1.72459
C  -3.93728  -0.63049  1.66245
C  0.67067  -1.67173  2.01708
C  -3.13807  0.16196  -0.63691
C  1.34182  2.32888  -1.32153
C  0.57604  -1.44138  3.43782
C  2.13456  2.44949  -4.03834
C  2.40760  -3.30026  2.51414
C  -2.57932  -1.32761  1.98440
H  2.06907  2.85609  -5.04014
H  -3.23461  1.25363  -0.50955
H  1.37769  -2.08779  -0.18248
H  0.60529  3.13484  -1.35560
H  0.45024  1.10534  -4.39526
H  -3.25139  -0.05722  -1.67215
H  -3.93873  0.40558  2.03950
H  3.44705  2.13022  -1.68727
H  -2.36272  -1.09253  3.02379
H  -4.78281  -1.09826  2.15775
H  3.09463  -4.06152  2.13424
H  1.62620  0.43745  -2.27906
H  -4.30343  -1.63780  -0.28982
H  1.93847  4.29673  -3.08730
H  1.41599  -1.90527  5.38066
H  -2.71102  -2.41212  1.86773
H  -5.20738  -0.12660  0.00218
H  0.04637  2.62548  -3.70496
H  2.89753  1.67174  -4.04351
H  3.00151  -3.56938  4.60286
H  2.98840  3.67203  -1.03135
H  1.46067  1.99113  -0.27039


> Look up the LUMO level of the second one.

0.857 eV


> Which value of E does entry 1 give?

-993.498412 Eh


> The highest E belongs to which entry?

H26O13